93
Properties=species:S:1:pos:R:3:mulliken_spin:R:1 method="wB97M-V/def2-TZVPD" total_energy_ha=-6018.75194 max_force_ev_per_a=4.19 s_squared=6.04 homo_energy_ev="-5.99 / -7.10" spin_multiplicity=5
Ru -17.57 -2.81 8.87 2.61
C -12.52 -3.30 8.25 0.00
C -13.19 -1.99 8.62 0.00
N -12.39 -0.96 8.43 0.10
C -12.76 0.28 8.65 -0.07
C -14.07 0.64 8.98 0.08
C -14.37 2.10 9.13 0.06
O -15.48 2.52 8.32 0.00
C -14.99 -0.37 9.23 0.07
C -16.37 -0.08 9.62 0.40
N -17.25 -1.03 9.98 0.10
C -17.67 -0.95 11.32 0.04
C -17.51 0.20 12.09 0.07
C -17.86 0.21 13.45 -0.01
C -18.32 -0.93 14.11 0.02
C -18.49 -2.09 13.35 0.00
C -18.11 -2.11 12.02 0.01
I -17.77 -4.02 11.17 0.12
C -14.59 -1.71 8.89 0.08
O -15.43 -2.73 9.01 0.15
H -13.00 -4.18 8.76 0.00
H -11.40 -3.31 8.37 0.00
H -12.72 -3.51 7.20 0.00
H -12.00 1.09 8.59 0.00
H -13.40 2.64 8.91 0.00
H -14.46 2.28 10.28 0.00
H -15.75 3.41 8.52 0.00
H -16.55 1.00 9.50 -0.04
H -17.16 1.11 11.62 0.00
H -17.60 1.14 14.00 0.00
H -18.49 -0.90 15.16 0.00
H -18.84 -2.99 13.89 0.00
F -17.16 -9.97 11.17 0.00
C -17.15 -8.88 10.43 0.00
C -18.03 -8.74 9.36 0.00
F -18.79 -9.81 8.97 0.00
C -17.97 -7.57 8.51 0.00
F -18.60 -7.74 7.34 0.00
C -17.16 -6.51 8.82 -0.04
P -17.62 -4.92 8.00 -0.01
C -19.40 -5.20 7.76 -0.03
C -20.11 -4.82 6.58 0.02
C -21.44 -5.12 6.46 -0.01
C -22.14 -5.65 7.59 0.01
C -21.49 -5.97 8.72 -0.01
C -20.12 -5.77 8.82 0.02
C -16.89 -5.11 6.35 -0.01
C -15.65 -4.50 6.11 0.00
C -14.98 -4.66 4.89 0.00
C -15.70 -5.20 3.75 0.00
C -16.93 -5.73 4.03 0.00
C -17.50 -5.75 5.30 0.00
C -16.21 -6.71 9.81 0.01
Br -14.74 -5.60 9.97 0.00
C -16.18 -7.86 10.58 0.00
F -15.20 -8.01 11.49 0.00
H -19.54 -4.29 5.81 0.00
H -21.96 -4.95 5.50 0.00
H -23.22 -5.74 7.54 0.00
H -21.96 -6.53 9.51 0.00
H -19.61 -6.09 9.77 0.01
H -15.08 -4.13 6.98 0.00
H -13.91 -4.47 4.84 0.00
H -15.12 -5.20 2.76 0.00
H -17.50 -6.25 3.24 0.00
H -18.41 -6.35 5.33 0.00
O -14.98 -0.63 6.21 0.00
C -15.76 -0.02 5.29 0.00
C -15.16 0.92 4.44 0.00
C -15.83 1.35 3.29 0.00
C -17.18 0.92 3.06 0.00
C -17.81 0.14 3.95 0.00
C -17.09 -0.29 5.09 0.01
C -17.82 -1.31 5.99 -0.01
O -17.08 -1.68 7.04 0.12
O -18.91 -1.80 5.72 0.00
H -15.70 -1.25 6.65 -0.01
H -14.14 1.22 4.66 0.00
H -15.38 1.89 2.50 0.00
H -17.82 1.41 2.31 0.00
H -18.89 -0.07 3.84 0.00
O -19.36 -2.20 8.26 0.12
N -20.14 -1.24 8.93 0.00
C -21.25 -1.60 9.62 0.01
C -22.06 -0.61 10.13 -0.01
C -21.65 0.70 10.10 0.01
C -20.46 1.09 9.43 0.00
C -19.81 0.02 8.68 0.02
H -21.45 -2.68 9.64 0.00
H -22.98 -0.91 10.68 0.00
H -22.22 1.45 10.55 0.00
H -19.95 2.06 9.51 0.00
H -18.97 0.27 8.07 0.00

---

111
Properties=species:S:1:pos:R:3:lowdin_charge:R:1 method="wB97M-V/def2-TZVPD" total_energy_ha=-5339.44010 max_force_ev_per_a=1.88 homo_energy_ev=-10.09 spin_multiplicity=1
N -1.53 4.18 2.84 0.17
C -1.18 3.29 2.20 -0.42
O -0.80 2.30 1.48 -0.04
Si -1.86 0.95 1.43 0.52
C -3.10 1.20 0.06 -0.17
C -2.32 1.13 -1.26 -0.14
C -3.01 0.43 -2.43 -0.42
F -4.35 0.64 -2.34 0.13
F -2.61 1.03 -3.58 0.11
C -2.82 -1.14 -2.48 -0.31
F -4.04 -1.69 -2.56 0.15
F -2.31 -1.55 -1.29 0.13
C -1.94 -1.76 -3.62 -0.34
F -1.77 -0.97 -4.69 0.16
F -2.58 -2.87 -4.07 0.16
C -0.55 -2.33 -3.16 -0.41
F -0.07 -2.99 -4.23 0.10
F -0.67 -3.22 -2.19 0.16
S 0.80 -1.08 -2.70 0.76
F 1.85 -2.27 -2.71 -0.12
F 0.55 -1.40 -1.17 -0.15
F -0.19 0.14 -2.67 -0.11
F 1.16 -0.82 -4.22 -0.13
F 1.95 -0.11 -2.29 -0.09
O -2.62 0.85 2.89 -0.18
Si -2.35 -0.42 3.91 0.11
N -1.09 -0.09 5.00 0.03
O -2.17 -1.84 3.08 -0.11
N -3.82 -0.62 4.86 0.13
C -4.81 -0.83 4.19 -0.40
O -5.76 -1.09 3.57 0.17
H -1.07 -0.25 1.15 0.05
H -3.48 2.20 0.19 0.07
H -3.85 0.43 0.19 0.10
H -1.31 0.75 -1.12 0.08
H -2.22 2.14 -1.62 0.12
H -1.00 -0.84 5.67 0.01
H -0.20 0.04 4.52 0.00
H -1.29 -2.21 3.19 0.05
C -2.30 6.47 0.25 0.02
C -1.49 7.48 -0.06 0.02
C -0.74 7.49 -1.35 -0.38
O 0.00 8.41 -1.63 0.11
C -0.93 6.34 -2.27 0.03
C -1.73 5.33 -1.95 0.03
C -2.48 5.32 -0.67 -0.37
O -3.22 4.40 -0.38 0.09
H -2.85 6.43 1.18 0.12
H -1.33 8.32 0.59 0.12
H -0.37 6.37 -3.20 0.12
H -1.88 4.48 -2.61 0.10
C 0.95 3.77 7.59 0.03
C 0.85 3.00 6.50 0.04
C 1.57 1.71 6.40 -0.36
O 1.48 1.02 5.41 0.06
C 2.40 1.30 7.56 0.02
C 2.51 2.06 8.64 0.02
C 1.78 3.36 8.74 -0.38
O 1.88 4.05 9.73 0.11
H 0.43 4.71 7.68 0.13
H 0.24 3.28 5.65 0.12
H 2.92 0.35 7.46 0.12
H 3.11 1.78 9.50 0.12
C -0.54 -5.89 5.49 0.03
C -1.03 -4.66 5.61 0.03
C -0.41 -3.67 6.52 -0.36
O -0.87 -2.55 6.63 0.08
C 0.77 -4.10 7.31 0.02
C 1.26 -5.33 7.19 0.03
C 0.65 -6.32 6.27 -0.38
O 1.10 -7.44 6.17 0.11
H -0.97 -6.63 4.83 0.12
H -1.90 -4.32 5.05 0.12
H 1.20 -3.36 7.97 0.12
H 2.13 -5.66 7.75 0.12
C 2.67 -1.08 1.09 0.03
C 3.91 -0.86 0.66 0.03
C 4.99 -0.47 1.60 -0.38
O 6.12 -0.27 1.21 0.11
C 4.64 -0.34 3.04 0.03
C 3.39 -0.55 3.46 0.02
C 2.32 -0.95 2.52 -0.36
O 1.18 -1.15 2.91 0.08
H 1.87 -1.36 0.42 0.09
H 4.19 -0.96 -0.38 0.12
H 5.44 -0.05 3.70 0.12
H 3.11 -0.46 4.50 0.10
C 1.14 -4.90 -6.54 0.03
C 1.84 -3.77 -6.47 0.02
C 2.88 -3.44 -7.47 -0.38
O 3.52 -2.41 -7.41 0.10
C 3.12 -4.43 -8.55 0.02
C 2.43 -5.56 -8.62 0.02
C 1.38 -5.88 -7.62 -0.38
O 0.74 -6.91 -7.69 0.11
H 0.37 -5.15 -5.82 0.12
H 1.68 -3.03 -5.69 0.09
H 3.89 -4.17 -9.27 0.12
H 2.58 -6.29 -9.40 0.12
C -1.12 3.44 -6.73 0.02
C -0.92 3.09 -8.00 0.03
C -0.04 1.94 -8.35 -0.38
O 0.14 1.62 -9.50 0.11
C 0.60 1.20 -7.23 0.04
C 0.39 1.56 -5.96 0.02
C -0.48 2.71 -5.62 -0.37
O -0.67 3.03 -4.46 0.09
H -1.76 4.28 -6.46 0.12
H -1.37 3.61 -8.83 0.12
H 1.23 0.37 -7.50 0.12
H 0.84 1.03 -5.14 0.09

---

87
Properties=species:S:1:pos:R:3:lowdin_charge:R:1 method="wB97M-V/def2-TZVPD" total_energy_ha=-4787.48810 max_force_ev_per_a=3.45 homo_energy_ev="-6.70 / -6.70" spin_multiplicity=1
Ti -0.06 -0.17 0.07 0.32
S 0.15 -1.97 1.77 0.59
C -1.54 -2.10 2.19 -0.70
C -2.04 -3.33 2.64 -0.12
C -3.34 -3.44 3.08 -0.10
C -4.18 -2.33 3.07 -0.10
C -3.72 -1.13 2.59 -0.12
C -2.40 -1.00 2.13 -0.65
S -1.87 0.55 1.49 0.64
C -2.35 0.82 -1.48 -0.03
C -1.18 1.31 -1.98 -0.44
C -1.12 2.52 -2.77 -0.07
C 0.03 2.88 -3.38 -0.08
C 1.19 2.07 -3.24 -0.06
C 1.14 0.98 -2.42 -0.36
C 2.32 0.06 -2.31 -0.32
S 2.28 -1.03 -0.84 0.96
C 1.83 -2.59 -1.58 -0.52
C 2.88 -3.37 -2.05 -0.12
C 2.64 -4.58 -2.66 -0.09
C 1.32 -5.03 -2.77 -0.08
C 0.28 -4.27 -2.28 -0.11
C 0.50 -3.02 -1.67 -0.64
S -0.89 -2.15 -1.11 0.69
N 0.02 0.64 -1.72 -0.12
H -1.38 -4.18 2.63 0.10
H -3.71 -4.40 3.43 0.10
H -5.20 -2.42 3.42 0.10
H -4.36 -0.26 2.55 0.10
H -3.26 1.39 -1.60 0.08
H -2.45 -0.19 -1.15 -0.02
H -2.04 3.07 -2.91 0.11
H 0.08 3.78 -3.99 0.11
H 2.10 2.31 -3.77 0.11
H 3.26 0.63 -2.27 0.08
H 2.36 -0.60 -3.17 0.10
H 3.90 -3.00 -1.95 0.10
H 3.46 -5.18 -3.04 0.10
H 1.12 -5.98 -3.24 0.11
H -0.74 -4.61 -2.36 0.10
F 1.83 4.37 6.38 0.06
C 1.34 4.19 5.13 -0.29
C 0.40 3.20 4.92 -0.01
C -0.08 3.02 3.63 -0.14
C 0.35 3.82 2.58 -0.36
C 1.30 4.81 2.83 -0.11
C 1.81 5.00 4.12 -0.01
Sb -0.31 3.40 0.57 1.56
C 0.82 5.00 -0.36 -0.38
C 0.45 6.34 -0.42 -0.11
C 1.23 7.25 -1.12 0.00
C 2.37 6.81 -1.76 -0.28
F 3.10 7.69 -2.47 0.06
C 2.78 5.49 -1.70 -0.01
C 2.00 4.59 -0.99 -0.15
C -2.22 4.37 0.66 -0.36
C -2.70 5.08 -0.44 -0.14
C -4.00 5.56 -0.45 -0.01
C -4.81 5.32 0.64 -0.28
F -6.07 5.79 0.63 0.06
C -4.37 4.62 1.74 0.00
C -3.07 4.13 1.74 -0.12
H 0.07 2.59 5.75 0.12
H -0.79 2.22 3.45 0.05
H 1.66 5.43 2.03 0.09
H 2.55 5.76 4.32 0.12
H -0.44 6.67 0.08 0.10
H 0.95 8.30 -1.18 0.12
H 3.69 5.19 -2.20 0.12
H 2.32 3.56 -0.91 0.08
H -2.06 5.25 -1.29 0.09
H -4.40 6.10 -1.31 0.12
H -5.04 4.44 2.57 0.12
H -2.72 3.55 2.59 0.08
N 1.23 0.82 1.22 -0.03
C 2.06 0.76 2.02 -0.11
C 3.03 0.68 3.03 -0.19
C 2.81 -0.13 4.15 0.00
C 3.79 -0.23 5.11 -0.05
C 4.99 0.46 4.97 -0.05
C 5.20 1.27 3.87 -0.06
C 4.23 1.39 2.90 -0.01
H 1.87 -0.67 4.24 0.11
H 3.63 -0.86 5.98 0.11
H 5.76 0.36 5.73 0.11
H 6.13 1.82 3.77 0.11
H 4.38 2.03 2.03 0.12

---

86
Properties=species:S:1:pos:R:3:lowdin_charge:R:1 method="wB97M-V/def2-TZVPD" total_charge=-1 total_energy_ha=-3882.42813 max_force_ev_per_a=0.62 homo_energy_ev=-4.62 spin_multiplicity=1
Sn 0.19 -0.64 0.48 0.91
S -2.81 0.18 -0.37 0.25
P -1.63 1.80 -0.30 0.39
C -0.09 1.64 0.43 -0.72
P 0.33 1.94 2.06 0.35
S 0.44 0.30 3.20 0.18
C 1.96 2.76 2.10 -0.35
C 2.68 2.83 3.29 -0.11
C 3.90 3.48 3.33 -0.09
C 4.42 4.05 2.17 -0.10
C 3.72 3.96 0.98 -0.08
C 2.49 3.31 0.95 -0.09
C -0.71 3.14 2.98 -0.34
C -0.30 4.45 3.22 -0.09
C -1.12 5.32 3.93 -0.10
C -2.36 4.90 4.38 -0.10
C -2.78 3.60 4.13 -0.08
C -1.95 2.73 3.45 -0.10
C -2.57 3.24 0.30 -0.34
C -1.93 4.48 0.39 -0.09
C -2.66 5.62 0.71 -0.08
C -4.03 5.53 0.93 -0.09
C -4.66 4.29 0.85 -0.09
C -3.93 3.16 0.53 -0.11
C -1.45 2.34 -2.08 -0.42
C -1.74 0.99 -4.29 -0.09
C -1.56 1.51 -5.50 -0.08
C -0.48 2.46 -5.79 -0.08
C 0.34 2.86 -4.83 -0.05
C 0.28 2.35 -3.43 -0.19
H 2.27 2.37 4.19 0.09
H 4.45 3.53 4.26 0.10
H 5.39 4.54 2.20 0.09
H 4.14 4.36 0.07 0.10
H 1.95 3.20 0.02 0.08
H 0.66 4.79 2.86 0.10
H -0.78 6.34 4.11 0.10
H -3.00 5.59 4.92 0.10
H -3.75 3.27 4.48 0.10
H -2.27 1.71 3.27 0.10
H -0.87 4.55 0.23 0.11
H -2.16 6.57 0.78 0.10
H -4.60 6.41 1.18 0.10
H -5.72 4.22 1.04 0.10
H -4.41 2.19 0.45 0.06
H -2.59 0.34 -4.11 0.09
H -2.25 1.24 -6.30 0.10
H -0.38 2.83 -6.80 0.09
H 1.13 3.57 -5.06 0.11
H 1.28 2.00 -3.17 0.13
O 3.70 0.80 -0.84 0.05
C 2.87 0.00 -1.24 -0.63
O 2.15 -0.80 -0.54 -0.30
C 2.68 -0.15 -2.75 -0.14
C 3.81 -0.05 -3.55 -0.02
C 3.73 -0.23 -4.92 -0.08
C 2.51 -0.48 -5.51 -0.08
C 1.36 -0.54 -4.73 -0.08
C 1.44 -0.38 -3.35 -0.31
P -0.10 -0.24 -2.36 1.05
C -0.85 1.30 -3.12 -0.39
C -0.26 3.30 -2.33 -0.21
C -0.58 4.71 -2.70 -0.06
C -1.81 5.08 -3.03 -0.09
C -2.92 4.13 -2.99 -0.07
C -2.77 2.88 -2.55 -0.10
C -0.96 -1.78 -2.84 -0.36
C -2.33 -1.96 -2.93 -0.13
C -2.87 -3.22 -3.17 -0.09
C -2.05 -4.32 -3.30 -0.10
C -0.67 -4.16 -3.17 -0.09
C -0.14 -2.91 -2.94 -0.10
H 4.75 0.16 -3.06 0.11
H 4.63 -0.17 -5.52 0.10
H 2.43 -0.61 -6.59 0.10
H 0.40 -0.71 -5.20 0.11
H 0.42 3.26 -1.47 0.10
H 0.23 5.43 -2.71 0.11
H -2.02 6.11 -3.30 0.09
H -3.91 4.46 -3.29 0.10
H -3.62 2.21 -2.49 0.11
H -3.01 -1.13 -2.75 0.04
H -3.95 -3.33 -3.23 0.10
H -2.47 -5.30 -3.48 0.09
H -0.02 -5.02 -3.24 0.10
H 0.94 -2.80 -2.82 0.11

---

101
Properties=species:S:1:pos:R:3:mulliken_spin:R:1 method="wB97M-V/def2-TZVPD" total_charge=-2 total_energy_ha=-7013.22423 max_force_ev_per_a=3.30 s_squared=12.01 homo_energy_ev="-2.38 / -2.39" spin_multiplicity=7
Eu -0.17 0.43 0.10 6.08
C 2.70 -4.88 -0.80 0.00
C 1.87 -3.98 0.09 0.00
C 1.15 -4.31 1.23 0.00
C 0.59 -3.10 1.72 0.00
N 0.91 -2.13 0.84 0.00
N 1.66 -2.68 -0.11 0.00
B 2.35 -1.89 -1.22 0.00
N 1.38 -1.68 -2.43 0.00
N 0.13 -2.22 -2.42 0.00
C -0.17 -2.43 -3.69 0.00
C 0.89 -2.01 -4.53 0.00
C 1.87 -1.58 -3.72 0.00
C 3.20 -1.05 -3.99 0.00
C -1.50 -3.03 -3.91 0.00
C -2.28 -2.78 -5.09 0.00
C -3.53 -3.33 -5.26 0.00
C -4.13 -4.14 -4.26 0.00
C -3.33 -4.42 -3.14 0.00
C -2.07 -3.87 -2.99 0.00
N 2.92 -0.54 -0.74 0.00
N 2.26 0.65 -0.87 0.00
C 3.02 1.56 -0.28 0.00
C 4.16 1.00 0.26 0.00
C 3.99 -0.35 0.02 0.00
C 4.89 -1.37 0.57 0.00
C 2.69 2.97 -0.13 -0.01
C 1.80 3.61 -1.00 0.00
C 1.43 4.95 -0.82 0.00
C 1.88 5.62 0.29 0.00
C 2.77 5.03 1.15 0.00
C 3.15 3.74 0.98 0.00
C -0.04 -2.82 3.05 0.00
C -1.38 -3.14 3.26 0.00
C -1.99 -2.74 4.42 0.00
C -1.31 -2.11 5.43 0.00
C 0.02 -1.85 5.26 0.00
C 0.67 -2.15 4.06 0.00
H 2.71 -5.87 -0.35 0.00
H 3.76 -4.51 -0.88 0.00
H 2.38 -4.91 -1.84 0.00
H 1.08 -5.36 1.70 0.00
H 3.35 -2.52 -1.64 0.00
H 0.94 -2.06 -5.64 0.00
H 3.27 -0.86 -5.04 0.00
H 4.00 -1.73 -3.77 0.00
H 3.43 -0.05 -3.55 0.00
H -1.85 -2.18 -5.87 0.00
H -3.92 -3.15 -6.27 0.00
H -5.15 -4.45 -4.36 0.00
H -3.68 -5.04 -2.33 0.00
H -1.53 -4.03 -2.07 0.00
H 5.01 1.42 0.80 0.00
H 5.83 -0.96 1.05 0.00
H 5.02 -2.17 -0.17 0.00
H 4.32 -1.90 1.37 0.00
H 1.40 3.04 -1.83 0.00
H 0.73 5.41 -1.50 0.00
H 1.57 6.63 0.52 0.00
H 3.14 5.59 2.02 0.00
H 3.76 3.18 1.68 0.00
H -2.00 -3.46 2.38 0.00
H -3.06 -2.82 4.51 0.00
H -1.87 -1.81 6.28 0.00
H 0.55 -1.45 6.12 0.00
H 1.74 -1.94 3.96 0.00
O -1.28 4.46 1.44 0.00
C -0.77 3.35 1.64 -0.01
O -0.56 2.42 0.77 -0.05
C -0.39 2.98 3.10 0.00
C -0.98 3.77 4.06 0.00
C -0.71 3.66 5.45 0.00
C 0.22 2.71 5.79 0.00
C 0.76 1.86 4.82 0.00
C 0.53 1.98 3.47 0.00
S 1.25 0.77 2.44 -0.02
H -1.62 4.53 3.71 0.00
H -1.17 4.29 6.20 0.00
H 0.48 2.59 6.82 0.00
H 1.42 1.01 5.01 0.00
Br -4.75 2.74 1.05 0.00
C -3.64 3.53 -0.32 0.00
C -3.88 4.84 -0.64 0.00
C -3.10 5.39 -1.65 0.00
C -2.13 4.62 -2.21 0.00
C -1.98 3.26 -1.89 0.00
N -2.80 2.73 -0.98 0.00
C -0.95 2.34 -2.54 0.00
O -0.41 2.73 -3.53 0.00
O -0.73 1.20 -1.97 -0.01
H -4.64 5.35 -0.13 0.00
H -3.21 6.45 -1.92 0.00
H -1.39 5.10 -2.83 0.00
F -5.31 -1.84 -1.13 0.00
C -4.25 -1.02 -0.98 0.00
F -3.43 -1.25 -2.04 0.00
F -4.80 0.25 -1.02 0.00
S -3.42 -1.43 0.64 0.00
O -3.25 -2.86 0.62 0.00
O -4.30 -0.85 1.59 0.00
O -2.18 -0.71 0.53 0.00